#P
{"formula": "C3H8N3", "method": "ωB97M-V with the def2-TZVPD basis set", "species": ["C", "C", "C", "N", "N", "N", "H", "H", "H", "H", "H", "H", "H", "H"], "coordinates": [[0.043, -1.127, -2.085], [-0.563, -0.228, -0.185], [0.189, 0.650, 1.992], [0.429, -1.278, -0.729], [-0.773, -0.059, -1.657], [0.170, 0.852, 0.551], [0.087, -1.757, -2.936], [1.028, 1.209, 2.472], [-0.535, 1.304, 2.589], [0.057, -0.401, 2.090], [0.380, -2.137, -0.261], [-1.362, 0.525, -2.315], [1.103, 0.753, 0.155], [-0.254, 1.695, 0.321]], "orbital_gap_ev": 8.89, "homo_ev": -12.962, "mol_weight_g_mol": 86.12, "charge": 1}


#Q
{"formula": "C3H8N3", "method": "ωB97M-V with the def2-TZVPD basis set", "species": ["C", "C", "C", "N", "N", "N", "H", "H", "H", "H", "H", "H", "H", "H"], "coordinates": [[0.657, 1.188, 0.694], [-0.511, 0.167, 0.441], [-1.034, -1.804, -0.674], [1.760, 0.686, -1.353], [1.653, 1.387, -0.402], [-0.192, -1.136, 0.146], [0.166, 2.220, 1.126], [1.320, 0.682, 1.504], [-0.976, 0.216, 1.499], [-1.340, 0.491, -0.220], [-0.326, -2.309, -1.349], [-1.947, -1.245, -1.015], [-1.464, -2.710, -0.133], [2.233, 2.167, -0.266]], "orbital_gap_ev": [5.68, 8.81], "homo_ev": [-13.209, -14.507], "mol_weight_g_mol": 86.12, "charge": 1}


What should be chosen as the least stable of them? Choose #Q.